Formula: C2H6N2O2
Source: OMol25
Level of theory: wB97M-V/def2-TZVPD

Each atom is followed by the atoms it is bonded to, with distances in Å.
Element x y z (Å)
1 C -2.22608 -0.40295 0.02948  H3 1.149, H4 1.146, H5 1.067, O11 1.489
2 C 0.92645 0.98899 -0.09347  H6 1.018, N9 1.216, N10 1.352
3 H -2.91029 0.28573 -0.58561  C1 1.149
4 H -2.13244 -1.54321 -0.04105  C1 1.146
5 H -2.55829 -0.33084 1.04129  C1 1.067
6 H 1.45748 1.74827 0.32935  C2 1.018
7 H 0.83027 -0.90823 -0.12064  N10 1.024
8 H 3.43922 0.03922 -0.33153  O12 1.125
9 N -0.27177 1.11080 0.07242  C2 1.216, O11 1.437
10 N 1.52877 -0.19467 -0.34832  C2 1.352, H7 1.024, O12 1.342
11 O -0.76358 -0.21613 -0.17737  C1 1.489, N9 1.437
12 O 2.68027 -0.57698 0.22544  H8 1.125, N10 1.342

Values from the calculation:
M = 90.08 g/mol
energy above the lowest of the compared OMol25 structures with the same formula, charge and spin = 633.3 kJ/mol
orbital gap = 9.4 eV